*a*
{"formula": "C5H16NO5", "method": "ωB97M-V/def2-TZVPD", "homo_lumo_gap_ev": 7.801, "total_charge": -1, "homo_energy_ev": -4.429, "elements": ["O", "O", "O", "O", "O", "N", "C", "C", "C", "C", "C", "H", "H", "H", "H", "H", "H", "H", "H", "H", "H", "H", "H", "H", "H", "H", "H"], "positions_angstrom": [[1.439, 2.600, 0.166], [0.495, -2.202, -2.277], [1.999, 0.095, 4.194], [3.426, -0.996, -0.589], [0.261, 0.281, 1.608], [-0.131, -1.685, 0.759], [-1.801, 0.243, 0.343], [-1.368, 1.411, -1.762], [2.431, -1.379, -0.072], [-2.089, 0.201, -1.122], [-0.505, -0.360, 0.877], [-0.778, -2.359, 0.237], [-1.919, 2.316, -1.709], [2.113, -0.951, 0.913], [0.470, -1.676, -1.484], [-2.186, 1.228, 0.782], [-2.626, -0.459, 0.706], [1.559, 0.804, 3.844], [1.860, -2.289, -0.303], [1.347, 1.750, 0.622], [-1.015, 1.277, -2.829], [-0.530, 1.619, -1.186], [-2.023, -0.809, -1.507], [-3.169, 0.475, -1.460], [-0.152, -1.825, -2.856], [1.073, 3.258, 0.701], [1.817, -0.568, 3.403]]}

---

*b*
{"formula": "C5H16NO5", "method": "ωB97M-V/def2-TZVPD", "homo_lumo_gap_ev": 8.415, "total_charge": -1, "homo_energy_ev": -5.021, "elements": ["O", "O", "O", "O", "O", "N", "C", "C", "C", "C", "C", "H", "H", "H", "H", "H", "H", "H", "H", "H", "H", "H", "H", "H", "H", "H", "H"], "positions_angstrom": [[-1.508, -0.320, 3.472], [-1.947, -2.998, -0.063], [1.820, -1.516, 0.522], [-1.456, -0.473, -2.657], [0.739, 0.731, 1.779], [-1.014, 1.537, 0.742], [0.945, 1.609, -1.636], [-1.096, -2.192, -0.145], [1.178, 2.044, -0.210], [1.925, 0.529, -2.342], [0.199, 1.318, 0.777], [-1.051, -1.350, 0.544], [1.109, 3.159, -0.150], [1.523, -0.434, -2.148], [-0.077, 1.421, -1.835], [-0.263, -2.311, -0.848], [2.749, -1.165, 0.267], [1.136, 2.437, -2.287], [-1.561, -0.588, -1.598], [-0.718, 0.279, 3.674], [2.849, 0.480, -1.676], [2.107, 0.682, -3.426], [-1.571, 2.088, 0.022], [1.406, -0.797, 1.116], [-1.487, -0.116, 2.448], [2.280, 1.724, 0.103], [-1.431, 0.485, -2.490]]}

---

Least stable: *b*

---

*a*
{"formula": "C2H11NO4", "method": "ωB97M-V/def2-TZVPD", "homo_lumo_gap_ev": 10.688, "homo_energy_ev": -10.126, "smiles": "NCC=O.O.O.O", "elements": ["O", "O", "O", "O", "N", "C", "C", "H", "H", "H", "H", "H", "H", "H", "H", "H", "H", "H"], "positions_angstrom": [[-0.319, -3.644, 0.591], [0.356, 1.847, -2.092], [1.351, -1.496, 0.243], [-1.213, -0.149, -1.135], [0.516, 1.322, 1.036], [-1.234, 0.052, 0.059], [-0.944, 1.435, 0.593], [1.401, -0.572, -0.071], [-1.659, 1.788, 1.342], [0.551, -3.207, 0.423], [-1.336, -0.764, 0.777], [1.037, 1.971, 0.454], [1.955, -1.418, 0.990], [0.563, 1.693, 1.977], [-0.669, -3.598, -0.319], [0.652, 1.461, -2.928], [-0.162, 1.039, -1.824], [-0.844, 2.239, -0.114]]}

---

*b*
{"formula": "C2H11NO4", "method": "ωB97M-V/def2-TZVPD", "homo_lumo_gap_ev": 10.517, "homo_energy_ev": -9.899, "smiles": "CNC=O.O.O.O", "elements": ["O", "O", "O", "O", "N", "C", "C", "H", "H", "H", "H", "H", "H", "H", "H", "H", "H", "H"], "positions_angstrom": [[-1.183, -1.225, -0.177], [2.675, -0.864, -0.691], [-1.272, -0.187, 2.517], [1.669, 0.321, 2.190], [-1.052, 0.748, -1.276], [-0.589, -0.511, -0.991], [-1.017, 1.572, -2.391], [0.504, -0.784, -1.223], [3.638, -1.009, -0.600], [-1.135, -1.054, 2.966], [1.431, 1.052, 1.583], [-0.831, 1.074, -3.357], [0.893, 0.379, 2.760], [-1.615, 0.976, -0.522], [-0.131, 2.277, -2.400], [-1.938, 2.249, -2.438], [-1.218, -0.445, 1.568], [2.291, -0.686, 0.168]]}

---

*c*
{"formula": "C2H11NO4", "method": "ωB97M-V/def2-TZVPD", "homo_lumo_gap_ev": 10.055, "homo_energy_ev": -9.767, "smiles": "NCC=O.O.O.O", "elements": ["O", "O", "O", "O", "N", "C", "C", "H", "H", "H", "H", "H", "H", "H", "H", "H", "H", "H"], "positions_angstrom": [[1.045, 1.439, 1.027], [-2.181, -1.474, -1.457], [-1.206, 1.973, -1.301], [-2.792, 0.413, 0.114], [1.970, -1.274, 1.598], [2.672, -0.240, 0.692], [1.628, 0.725, 0.243], [1.056, -1.598, 1.342], [3.289, 0.211, 1.464], [-0.592, 1.438, -0.785], [-1.821, 2.204, -0.590], [-2.560, 0.463, -0.818], [-3.506, -0.228, 0.040], [3.278, -0.803, 0.019], [-1.830, -2.351, -1.312], [1.278, 0.723, -0.797], [1.972, -0.791, 2.494], [-1.699, -0.830, -1.972]]}

---

*d*
{"formula": "C2H11NO4", "method": "ωB97M-V/def2-TZVPD", "homo_lumo_gap_ev": 10.841, "homo_energy_ev": -10.356, "smiles": "CC(N)=O.O.O.O", "elements": ["O", "O", "O", "O", "N", "C", "C", "H", "H", "H", "H", "H", "H", "H", "H", "H", "H", "H"], "positions_angstrom": [[-1.327, 0.368, -0.321], [1.488, 2.845, 0.955], [0.651, -2.512, 2.319], [-2.788, -1.361, 1.123], [0.598, -0.975, -0.748], [0.188, 1.156, -2.008], [-0.258, 0.192, -0.849], [1.978, 3.688, 1.051], [0.960, 3.042, 0.182], [-0.601, 2.013, -2.204], [1.607, -0.845, -0.932], [0.491, -3.387, 2.064], [1.205, 1.667, -2.105], [-2.223, -1.109, 0.339], [0.433, -1.735, -0.078], [-0.239, -2.112, 2.374], [-2.121, -1.498, 1.799], [-0.043, 0.561, -2.960]]}

---

Least stable: *c*